69
Properties=species:S:1:pos:R:3:forces:R:3:lowdin_charge:R:1 method="wB97M-V/def2-TZVPD" e_tot_ha=-11889.8580 relative_energy_kcal_mol=0.0 charge=-1
Ta -2.52204 1.47066 0.28222 -0.23 0.45 -0.92 1.0438
O -4.18064 0.62524 1.38740 0.20 0.04 -0.26 -0.1524
C -3.30586 0.45455 2.31233 -0.61 -0.51 0.72 -0.6425
O -2.63918 1.42568 2.68736 0.53 0.45 0.04 -0.0186
C -2.87168 -0.94458 2.62095 -0.22 0.17 -0.35 -0.0425
C -3.09244 -1.65793 3.75740 -0.05 0.02 -0.07 0.0740
C -2.65545 -2.98605 3.78482 -0.13 -0.16 -0.07 -0.1426
C -2.05204 -3.56175 2.68916 -0.07 -0.04 0.15 0.0724
C -1.83033 -2.82371 1.54154 0.48 -0.05 -0.03 -0.0459
C -2.16448 -1.44817 1.47200 -0.43 -0.20 0.18 -0.2721
O -1.93328 -0.65444 0.49968 0.05 0.37 0.00 -0.2446
N -1.16001 -3.53639 0.44267 -0.66 0.08 0.19 -0.3296
O -0.99574 -2.95312 -0.60383 0.17 0.07 -0.10 0.0941
O -0.87335 -4.70554 0.63098 0.23 -0.13 -0.03 0.0536
N -2.86107 -3.78765 4.98324 0.64 0.37 0.12 -0.3645
O -2.43383 -4.92738 4.99444 -0.23 -0.13 -0.04 0.0618
O -3.37175 -3.23709 5.94379 -0.24 -0.12 -0.02 0.0577
H -3.60485 -1.22204 4.60221 0.00 -0.06 0.04 0.1350
H -1.73803 -4.59405 2.71585 -0.02 0.03 0.02 0.1301
Se -3.81322 0.03023 -1.63687 0.05 -0.58 -0.28 0.1944
Sb -3.74856 2.41768 -1.98880 -0.14 0.55 0.18 0.1169
Se -3.24153 4.11340 0.61971 -0.21 -0.51 0.67 -0.0012
Se -1.45046 3.80465 -0.75339 0.40 -0.02 -0.33 0.0031
Se -4.63634 3.66455 -3.76912 -0.06 -0.11 -0.11 -0.1146
C -0.52988 1.56180 1.07004 0.62 -0.07 0.14 -0.4437
Si 1.04032 1.14676 0.17973 -0.07 0.06 -0.13 0.6361
C 0.91298 1.40203 -1.69000 -0.05 -0.04 0.13 -0.2566
N -0.36064 0.94950 -2.25828 0.01 -0.16 -0.06 -0.2210
C -0.64050 1.58183 -3.55232 0.00 0.03 0.07 -0.2442
C 0.26537 1.11302 -4.69020 -0.03 0.02 -0.01 -0.1798
C 0.15263 -0.40023 -4.84794 0.00 0.00 -0.01 -0.2000
C 0.45172 -1.07829 -3.51518 0.01 -0.05 0.02 -0.1759
C -0.43569 -0.51385 -2.40643 0.09 0.12 0.00 -0.2330
C 2.46945 2.27087 0.68531 -0.02 -0.07 0.04 -0.2272
C 3.78565 1.87816 0.43191 0.03 -0.07 0.01 -0.0946
C 4.85683 2.70920 0.72336 0.03 0.02 0.01 -0.0974
C 4.62927 3.95875 1.28429 0.06 -0.01 -0.01 -0.1046
C 3.33111 4.36692 1.54694 -0.02 0.05 0.02 -0.0922
C 2.26458 3.53001 1.24870 -0.06 0.04 -0.05 -0.0883
C 1.50627 -0.62983 0.62176 0.03 0.01 -0.03 -0.2294
C 1.18608 -1.18090 1.86510 -0.01 0.00 0.01 -0.0907
C 1.47046 -2.50539 2.16736 0.04 0.02 0.04 -0.0911
C 2.09559 -3.31415 1.23045 0.05 -0.02 -0.01 -0.0959
C 2.45151 -2.78245 0.00003 0.00 -0.03 0.00 -0.0784
C 2.16029 -1.45795 -0.29133 0.03 0.01 -0.03 -0.1071
H -0.46631 2.55534 1.52713 0.03 -0.03 0.01 -0.0102
H -0.52286 0.82679 1.87930 -0.11 0.17 0.12 0.0044
H 1.79965 1.00941 -2.21201 -0.03 -0.04 -0.01 0.0825
H 0.98190 2.48861 -1.81179 -0.06 0.03 -0.01 0.0700
H -0.58611 2.66641 -3.42998 -0.05 -0.02 0.00 0.0926
H -1.66882 1.31972 -3.82395 -0.09 0.05 0.00 0.0807
H 1.30426 1.39490 -4.48889 -0.01 0.00 0.01 0.1073
H -0.03190 1.62803 -5.60717 0.01 -0.01 -0.01 0.1104
H 0.82243 -0.76309 -5.63183 -0.01 0.00 0.00 0.1040
H -0.86926 -0.64917 -5.15632 0.00 0.00 0.00 0.1155
H 1.51166 -0.94439 -3.27802 0.02 0.01 0.03 0.0918
H 0.28000 -2.15623 -3.57135 0.01 0.01 -0.01 0.1164
H -0.21555 -0.97515 -1.44915 0.01 0.00 0.03 0.0710
H -1.47602 -0.76151 -2.63135 0.04 0.00 -0.01 0.0420
H 3.97897 0.89642 0.00984 0.01 0.01 0.01 0.0958
H 5.86919 2.38260 0.51819 0.00 0.00 0.00 0.0963
H 5.46263 4.61070 1.51637 0.00 0.00 0.00 0.0951
H 3.14600 5.34136 1.98257 0.00 -0.01 0.00 0.0991
H 1.25494 3.87342 1.44367 0.01 0.01 0.01 0.0847
H 0.68938 -0.57748 2.61725 0.01 -0.01 0.00 0.1029
H 1.19108 -2.90939 3.13333 0.00 0.00 0.00 0.1061
H 2.29484 -4.35441 1.45456 -0.01 0.00 0.00 0.1033
H 2.93642 -3.40503 -0.74178 0.00 0.00 0.00 0.1029
H 2.42630 -1.07045 -1.26768 0.01 0.00 -0.03 0.0849